This record from the Open Molecules 2025 dataset describes a structure of composition C10H9ClFN3. The level of theory is wB97M-V/def2-TZVPD.

The value obtained for the gap between HOMO and LUMO (alpha / beta) is 0.2907 / 0.2907 hartree. The LUMO energy (alpha / beta) is 0.045 / 0.045 eV. The maximum force is 0.1052 hartree/bohr.

Last column: Mulliken charge in e.
Cartesian coordinates (Å):
1 C 1.06878 0.89693 1.54483  -0.33
2 C 0.66890 1.93740 -0.57935  -0.22
3 C 2.48049 0.72529 1.23352  -0.79
4 C 1.98550 1.74110 -0.98180  -0.71
5 C 0.23211 1.51914 0.68656  0.56
6 C 2.89620 1.17706 -0.06541  0.42
7 C -1.45705 -0.17940 -1.88602  -0.29
8 C -1.91925 -1.39160 0.27469  -0.28
9 C -1.30431 -1.52680 -1.08435  -0.55
10 C -2.33956 0.77861 0.01291  0.78
11 N -1.86949 0.83727 -1.27849  -0.48
12 N -2.37958 -0.31669 0.79202  -0.51
13 N -1.11646 1.70853 1.11541  -0.60
14 F 4.14408 0.93899 -0.40121  -0.31
15 Cl -3.63373 1.92401 0.16760  -0.16
16 H 0.82661 0.68822 2.60634  0.23
17 H 0.04863 2.57263 -1.20710  0.47
18 H 3.21691 0.19764 1.90072  0.35
19 H 2.43662 2.06528 -1.91720  0.41
20 H -1.15958 -0.01369 -2.84484  0.54
21 H -1.94002 -2.24953 0.82409  0.51
22 H -1.66116 -2.37802 -1.61446  0.48
23 H -0.20834 -1.62012 -0.79284  0.22
24 H -1.23000 1.44529 2.07988  0.27



This record from the Open Molecules 2025 dataset describes a cluster of 2 separate species, C3H8N4O in total. The level of theory is wB97M-V/def2-TZVPD.

The value obtained for the gap between HOMO and LUMO is 0.2880 hartree. The LUMO energy is -0.769 eV. The maximum force is 0.1252 hartree/bohr.

Last column: Mulliken charge in e.
Cartesian coordinates (Å):
1 C -1.41272 1.18131 0.31051  -0.76
2 C -0.58299 -1.63404 0.13326  -0.03
3 C 1.67687 -0.54209 -0.08583  0.59
4 H -1.83142 0.34993 1.02049  0.34
5 H -2.17605 1.64955 -0.32514  0.30
6 H -0.92335 2.06098 0.99378  0.24
7 H 0.28759 1.06079 -1.34634  0.31
8 H -0.14528 -2.60154 0.72298  0.30
9 H -2.00496 -0.89981 -0.93277  0.36
10 H 3.06298 0.79684 -0.14396  0.29
11 H 1.44867 1.24677 1.20590  0.32
12 N -0.34583 0.45239 -0.79901  -0.82
13 N 0.36014 -0.59457 -0.41601  0.39
14 N -1.84167 -1.83660 -0.19266  -0.56
15 N 1.99770 0.82142 -0.14938  -0.68
16 O 2.43028 -1.51134 0.00420  -0.60



This record from the Open Molecules 2025 dataset describes a structure of composition H28HeO14. The level of theory is wB97M-V/def2-TZVPD.

The value obtained for the gap between HOMO and LUMO is 0.3416 hartree. The LUMO energy is -0.393 eV. The maximum force is 0.0209 hartree/bohr.

Last column: Mulliken charge in e.
Cartesian coordinates (Å):
1 He 17.27828 14.74124 -0.08364  0.01
2 O 18.05504 13.42270 2.75759  -0.56
3 H 18.13010 13.04814 1.87992  0.39
4 H 17.76216 12.69425 3.30515  0.29
5 O 18.16320 12.31877 0.27097  -0.70
6 H 17.33858 12.26301 -0.21185  0.34
7 H 18.32243 11.42621 0.57790  0.29
8 O 19.45491 17.04527 0.12413  -0.68
9 H 19.61856 16.17833 -0.24716  0.34
10 H 18.61514 17.31193 -0.24993  0.38
11 O 18.48513 13.12555 -3.33455  -0.60
12 H 19.06648 13.46909 -4.01297  0.29
13 H 18.85853 13.44621 -2.51359  0.34
14 O 13.77450 16.25736 0.96144  -0.69
15 H 14.38890 15.81388 1.54631  0.45
16 H 13.81703 15.75841 0.14567  0.40
17 O 15.12832 14.85147 2.78979  -0.73
18 H 16.07189 14.92946 2.93059  0.38
19 H 15.03266 14.08567 2.22356  0.35
20 O 17.25691 18.29365 -0.77431  -0.72
21 H 16.55516 18.43857 -0.13966  0.36
22 H 16.90663 17.63398 -1.37295  0.41
23 O 18.56801 16.34388 3.01000  -0.64
24 H 18.81691 16.64309 2.13550  0.37
25 H 19.07961 15.54628 3.14539  0.26
26 O 14.44386 12.65093 1.23429  -0.65
27 H 14.72795 11.84925 1.67342  0.30
28 H 14.89507 12.63504 0.39026  0.40
29 O 14.00888 15.00184 -1.51812  -0.72
30 H 14.58570 15.46257 -2.12742  0.32
31 H 13.12490 15.20976 -1.82075  0.29
32 O 15.51573 13.57448 -3.91810  -0.60
33 H 16.02372 13.43805 -3.11838  0.36
34 H 16.14990 13.46555 -4.62676  0.28
35 O 16.29649 16.60840 -2.87844  -0.67
36 H 17.17751 16.39555 -3.18622  0.28
37 H 16.02954 17.35603 -3.41326  0.30
38 O 19.92476 14.32729 -0.96269  -0.71
39 H 19.47205 13.69146 -0.40861  0.36
40 H 20.71372 13.87139 -1.25582  0.30
41 O 15.69620 12.50076 -1.32964  -0.82
42 H 15.08144 13.19037 -1.58011  0.34
43 H 15.35301 11.71034 -1.74640  0.32



This record from the Open Molecules 2025 dataset describes a cluster of 2 separate species, C5H8N2 in total. The level of theory is wB97M-V/def2-TZVPD.

The value obtained for the gap between HOMO and LUMO is 0.3853 hartree. The LUMO energy is 0.919 eV. As for the structure (SMILES): C1=CCN=C1.C=N. The maximum force is 0.0864 hartree/bohr.

Last column: Mulliken charge in e.
Cartesian coordinates (Å):
1 C 1.02108 0.10151 0.50001  -0.15
2 C 2.22133 0.71305 0.04466  -0.33
3 C -2.61488 0.21967 -0.87398  -0.30
4 C 2.41860 -1.47570 -0.30240  -0.33
5 C 1.03112 -1.17346 0.24478  -0.38
6 N -2.73216 0.41663 0.34954  -0.47
7 N 3.04211 -0.17986 -0.36613  -0.48
8 H 0.16295 0.70738 0.83798  0.37
9 H 2.50257 1.75644 -0.06667  0.39
10 H -2.66306 0.88306 -1.67474  0.27
11 H -2.68551 -0.79558 -1.13827  0.27
12 H 2.98490 -2.11662 0.29041  0.28
13 H 2.43427 -1.96422 -1.38907  0.21
14 H 0.35332 -1.96068 0.55659  0.41
15 H -2.68180 1.35012 0.55487  0.24



This record from the Open Molecules 2025 dataset describes a structure of composition C23H65AgN4O8. The level of theory is wB97M-V/def2-TZVPD.

The value obtained for the gap between HOMO and LUMO (alpha / beta) is 0.2973 / 0.1555 hartree. Its charge is +2. The multiplicity is 3. The LUMO energy (alpha / beta) is -5.726 / -9.584 eV. The maximum force is 0.0613 hartree/bohr. The expectation value of S² is 2.01.

Last column: Mulliken charge in e.
Cartesian coordinates (Å):
1 Ag 3.22577 -3.23515 -0.15477  0.54
2 C 0.73613 -1.05932 0.38992  0.44
3 O 2.10675 -1.27484 0.56587  -0.04
4 H 0.48712 -0.06430 0.02108  -0.23
5 H 0.22356 -1.76987 -0.25854  0.28
6 H 0.15683 -1.04988 1.31319  -0.18
7 C -2.25912 4.03799 1.15227  -1.44
8 C -2.38763 3.69223 -0.33224  0.08
9 C -1.06355 3.35221 -1.08173  -0.14
10 O -0.27969 4.58180 -1.03387  -0.45
11 C 1.08180 4.48160 -1.38091  -0.67
12 N -3.32561 2.60645 -0.44662  -0.17
13 H -3.17461 3.86296 1.71739  0.42
14 H -1.93013 5.06816 1.28871  0.39
15 H -1.40983 3.49494 1.56685  0.28
16 H -2.91024 4.53114 -0.79180  0.47
17 H -1.26695 2.90853 -2.05633  0.03
18 H -0.61608 2.51750 -0.54216  -0.05
19 H 1.55570 5.45753 -1.48609  0.33
20 H 1.12211 3.87052 -2.28260  0.31
21 H 1.59964 4.00812 -0.54679  0.24
22 H -3.03748 1.85049 0.15802  0.18
23 H -4.18214 2.84794 0.03101  0.38
24 C -3.71904 2.71994 -4.78328  -1.25
25 C -3.78389 1.33933 -4.07023  0.18
26 C -2.38155 0.64496 -3.89457  0.12
27 O -2.40882 -0.60175 -3.23317  -0.45
28 C -1.03586 -0.97439 -2.96635  -0.48
29 N -4.50399 1.41115 -2.79536  -0.18
30 H -4.70348 3.10392 -5.05075  0.37
31 H -3.22671 2.72842 -5.75572  0.39
32 H -3.16159 3.34215 -4.08314  0.28
33 H -4.37212 0.70010 -4.72863  0.42
34 H -1.84534 1.38105 -3.29562  -0.19
35 H -1.81132 0.61845 -4.82314  0.52
36 H -1.05584 -2.04245 -2.74961  0.42
37 H -0.70736 -0.39238 -2.10528  -0.02
38 H -0.38825 -0.84095 -3.83289  0.32
39 H -4.01678 2.03587 -2.16892  0.29
40 H -4.37698 0.53269 -2.31341  0.36
41 C 5.64906 -0.75558 -2.82915  -1.58
42 C 4.54846 -1.62808 -2.15658  1.09
43 C 3.72804 -2.39112 -3.18935  -0.78
44 O 2.61870 -2.82731 -2.42762  -0.03
45 C 1.54037 -3.34431 -3.26697  -0.95
46 N 5.18002 -2.40740 -1.11188  -0.54
47 H 5.31765 -0.20061 -3.70681  0.40
48 H 6.51698 -1.33960 -3.13532  0.40
49 H 6.04303 -0.08194 -2.06816  0.36
50 H 3.85232 -0.98876 -1.61364  -0.12
51 H 4.29478 -3.23835 -3.57550  0.42
52 H 3.44493 -1.77817 -4.04506  0.45
53 H 1.90080 -4.12563 -3.93610  0.39
54 H 1.09120 -2.61969 -3.94615  0.23
55 H 0.75689 -3.79395 -2.65699  0.34
56 H 5.87376 -1.87166 -0.61009  0.25
57 H 5.81166 -3.10428 -1.47999  0.21
58 C -1.76123 0.07431 3.45948  -1.09
59 C -2.61195 -0.63346 2.37300  0.53
60 C -4.02390 -0.87036 2.87114  -1.16
61 O -3.92611 -1.77512 3.97119  -0.20
62 C -5.14190 -1.97790 4.60786  -0.86
63 N -2.56372 0.19611 1.22869  -0.33
64 H -0.70714 0.03050 3.18547  0.01
65 H -1.89206 -0.30019 4.47473  0.38
66 H -1.92061 1.15148 3.50841  0.37
67 H -2.19909 -1.62996 2.21600  0.32
68 H -4.73884 -1.26336 2.14829  0.45
69 H -4.36436 0.11525 3.18855  0.40
70 H -5.30931 -1.05770 5.16760  0.36
71 H -4.85069 -2.73572 5.33517  0.23
72 H -6.00715 -2.30714 4.03249  0.32
73 H -1.58190 0.28343 1.00849  -0.27
74 H -2.93056 -0.30590 0.43275  0.29
75 C 2.12327 0.46741 4.22671  -1.07
76 C 1.93186 -1.01562 4.54504  0.20
77 O 2.51837 -1.74553 3.43733  -0.52
78 H 3.16988 0.69615 4.42764  0.33
79 H 1.48143 0.97629 4.94587  0.36
80 H 1.89948 0.85707 3.23365  0.19
81 H 0.87887 -1.28091 4.63953  -0.15
82 H 2.44828 -1.26550 5.47184  0.40
83 H 2.24515 -1.35505 2.60398  0.13
84 C 4.51010 3.02236 -1.24031  -1.31
85 C 3.90641 1.98152 -0.30793  -0.11
86 O 2.93193 1.19150 -1.00910  -0.52
87 H 5.28482 2.65838 -1.91516  0.33
88 H 4.89669 3.84473 -0.63835  0.41
89 H 3.76007 3.54916 -1.83024  0.21
90 H 3.41597 2.38796 0.57658  0.35
91 H 4.74536 1.38225 0.04582  0.34
92 H 2.51226 0.57153 -0.40817  -0.01
93 C -0.73609 -3.46898 3.70892  -0.03
94 C -0.06669 -4.74634 3.18767  -0.54
95 O -0.59595 -5.11917 1.88769  -0.53
96 H -0.36706 -2.53598 3.28295  -0.52
97 H -0.65199 -3.41305 4.79423  0.43
98 H -1.80990 -3.43622 3.52463  0.33
99 H -0.16123 -5.55480 3.91263  0.31
100 H 0.98789 -4.55240 2.99180  0.30
101 H 0.14920 -5.01750 1.29102  0.28



This record from the Open Molecules 2025 dataset describes a cluster of 2 separate species, C4H9NO in total. The level of theory is wB97M-V/def2-TZVPD.

The value obtained for the gap between HOMO and LUMO is 0.3999 hartree. The LUMO energy is 1.080 eV. As for the structure (SMILES): [H]/N=C/O.C=CC. The maximum force is 0.0078 hartree/bohr.

Last column: Mulliken charge in e.
Cartesian coordinates (Å):
1 C 0.21596 -1.73723 0.51346  -0.87
2 C 0.56603 -1.29397 -0.87925  -0.04
3 C 1.26567 -0.19479 -1.16791  -0.75
4 N -0.04700 1.72229 1.22322  -0.49
5 C -1.15347 1.89747 0.62834  0.10
6 O -1.51358 1.21975 -0.46265  -0.49
7 H -0.81674 -2.09991 0.56803  0.28
8 H 0.86346 -2.56748 0.82178  0.32
9 H 0.34035 -0.91669 1.22762  0.24
10 H -0.77482 0.62441 -0.70815  0.29
11 H 0.22828 -1.93425 -1.69537  0.28
12 H 1.51054 0.06918 -2.19383  0.25
13 H 1.60622 0.47544 -0.38091  0.32
14 H 0.02584 2.34196 2.02532  0.20
15 H -1.94112 2.60089 0.91413  0.34